DFT (wB97M-V/def2-TZVPD) results for a 2-piece molecular cluster, C5H12N2 overall at a distorted geometry.

Cartesian coordinates (Å):
H -1.87 1.47 -1.12
H 0.13 0.68 1.97
H -2.33 -1.41 -0.05
N -1.59 -1.08 0.57
C 2.76 -0.29 -0.23
H -1.75 -1.28 1.55
H 2.71 -1.08 0.57
H -0.23 1.33 -1.79
C -0.26 1.18 1.08
H 0.57 -1.46 0.84
C -0.10 -1.16 0.04
H -0.03 -1.73 -0.88
H -1.38 0.01 -2.01
H 3.81 0.01 -0.43
N 1.77 0.20 -0.81
C -0.49 0.22 -0.05
C -1.05 0.78 -1.32
H 0.50 1.89 0.74
H -1.17 1.72 1.32

- E: -307.04410 Ha
- HOMO-LUMO gap: 6.1260 eV
- Highest occupied orbital energy: -5.66 eV
- Charge: 0
- Lowest unoccupied orbital energy: 0.467 eV

Per-atom natural (NBO) charges, elementary charge units: number 1, H, carries 0.22; number 2, H, carries 0.22; number 3, H, carries 0.40; number 4, N, carries -0.77; number 5, C, carries -0.16; number 6, H, carries 0.40; number 7, H, carries 0.05; number 8, H, carries 0.29; number 9, C, carries -0.68; number 10, H, carries 0.23; number 11, C, carries -0.23; number 12, H, carries 0.24; number 13, H, carries 0.22; number 14, H, carries 0.11; number 15, N, carries -0.71; number 16, C, carries 0.39; number 17, C, carries -0.69; number 18, H, carries 0.27; number 19, H, carries 0.22


DFT (wB97M-V/def2-TZVPD) results for a single C5H12N2 molecule at a distorted geometry.

Cartesian coordinates (Å):
H 1.70 2.11 1.55
H -0.76 -2.24 -0.64
C 0.77 0.35 2.11
H -1.94 -1.03 -1.28
H 0.26 0.39 -3.81
N 0.76 1.80 1.77
C -0.76 -0.34 0.33
H -0.02 0.22 2.86
H -1.23 0.73 -2.72
H 0.49 2.30 2.61
H 0.97 -1.25 -2.13
H 1.28 -0.86 0.47
C -0.01 -0.78 -2.06
C -0.92 -1.19 -0.92
C -0.32 0.18 -2.92
N 0.50 -0.52 1.01
H -1.00 0.72 0.23
H -1.52 -0.66 1.05
H 1.75 0.07 2.50

- E: -307.17231 Ha
- HOMO-LUMO gap: 9.5695 eV
- Highest occupied orbital energy: -8.44 eV
- Charge: 0
- Structure (SMILES): C=CCCNCN
- Lowest unoccupied orbital energy: 1.132 eV

Per-atom natural (NBO) charges, elementary charge units: number 1, H, carries 0.35; number 2, H, carries 0.22; number 3, C, carries -0.04; number 4, H, carries 0.22; number 5, H, carries 0.20; number 6, N, carries -0.85; number 7, C, carries -0.21; number 8, H, carries 0.16; number 9, H, carries 0.19; number 10, H, carries 0.35; number 11, H, carries 0.19; number 12, H, carries 0.37; number 13, C, carries -0.17; number 14, C, carries -0.45; number 15, C, carries -0.40; number 16, N, carries -0.66; number 17, H, carries 0.20; number 18, H, carries 0.17; number 19, H, carries 0.17


DFT (wB97M-V/def2-TZVPD) results for a single C5H12N2 molecule at a distorted geometry.

Cartesian coordinates (Å):
H -0.47 0.34 1.89
C 1.72 -1.28 0.11
H -0.85 -0.85 0.77
N 3.06 -1.67 -0.02
H 1.04 -1.76 -0.58
H -1.60 -0.30 -1.39
C -0.45 1.07 -0.19
H 3.29 -2.65 -0.05
H 0.48 1.20 -0.73
H -1.31 1.39 -2.00
H 1.95 0.26 1.58
C -0.18 -0.01 0.89
H 3.65 -1.35 0.76
H -3.53 0.31 -0.38
C 1.30 -0.37 1.00
H -0.58 2.11 0.18
N -2.97 1.07 -0.74
H -2.96 1.72 0.05
C -1.61 0.77 -1.13

- E: -307.17298 Ha
- HOMO-LUMO gap: 9.3108 eV
- Highest occupied orbital energy: -8.13 eV
- Charge: 0
- Structure (SMILES): N/C=C/CCCN
- Lowest unoccupied orbital energy: 1.185 eV

Per-atom natural (NBO) charges, elementary charge units: number 1, H, carries 0.20; number 2, C, carries 0.01; number 3, H, carries 0.20; number 4, N, carries -0.82; number 5, H, carries 0.19; number 6, H, carries 0.18; number 7, C, carries -0.42; number 8, H, carries 0.37; number 9, H, carries 0.21; number 10, H, carries 0.18; number 11, H, carries 0.20; number 12, C, carries -0.44; number 13, H, carries 0.36; number 14, H, carries 0.36; number 15, C, carries -0.29; number 16, H, carries 0.20; number 17, N, carries -0.84; number 18, H, carries 0.35; number 19, C, carries -0.21


DFT (wB97M-V/def2-TZVPD) results for a single C5H12N2 molecule at a distorted geometry.

Cartesian coordinates (Å):
C 0.87 1.71 -1.09
N -1.94 0.41 0.50
H -1.00 -1.41 0.64
H 1.11 2.51 -0.40
H 0.19 -1.47 -1.45
H 2.14 -1.30 1.96
H 0.51 -0.57 2.20
H -0.68 0.00 -2.04
H 0.46 1.95 -2.06
C 1.26 -0.89 1.47
H 1.75 0.99 0.92
H -2.17 -1.34 -0.58
H 0.82 -1.74 0.94
H -1.33 1.22 0.44
C -0.25 -0.50 -1.18
H -2.82 0.66 0.09
C 0.81 0.44 -0.67
N 1.60 0.09 0.45
C -1.35 -0.76 -0.15

- E: -307.16527 Ha
- HOMO-LUMO gap: 9.1060 eV
- Highest occupied orbital energy: -8.06 eV
- Charge: 0
- Structure (SMILES): C=C(CCN)NC
- Lowest unoccupied orbital energy: 1.050 eV

Per-atom natural (NBO) charges, elementary charge units: number 1, C, carries -0.54; number 2, N, carries -0.85; number 3, H, carries 0.18; number 4, H, carries 0.19; number 5, H, carries 0.21; number 6, H, carries 0.20; number 7, H, carries 0.19; number 8, H, carries 0.22; number 9, H, carries 0.20; number 10, C, carries -0.42; number 11, H, carries 0.36; number 12, H, carries 0.20; number 13, H, carries 0.19; number 14, H, carries 0.36; number 15, C, carries -0.47; number 16, H, carries 0.36; number 17, C, carries 0.22; number 18, N, carries -0.61; number 19, C, carries -0.22


DFT (wB97M-V/def2-TZVPD) results for a single C5H12N2 molecule at a distorted geometry.

Cartesian coordinates (Å):
N 2.44 -0.89 -0.21
H 3.29 -1.22 -0.74
H -1.00 -0.89 2.89
C -0.55 -0.03 -0.99
N 0.63 0.74 -0.55
H 1.74 -1.64 -0.28
H -2.20 1.28 -0.60
H -0.63 0.23 -2.12
H -2.49 -0.43 -0.33
H 0.64 0.69 0.46
C -1.77 0.38 -0.26
H -1.14 1.39 1.79
C 1.88 0.36 -1.02
C -1.54 0.45 1.28
C -1.63 -0.69 2.05
H 2.60 1.15 -0.83
H -0.27 -1.14 -0.88
H 1.85 0.34 -2.10
H -2.26 -1.54 1.64

- E: -307.13871 Ha
- HOMO-LUMO gap: 9.9885 eV
- Highest occupied orbital energy: -8.84 eV
- Charge: 0
- Structure (SMILES): C=CCCNCN
- Lowest unoccupied orbital energy: 1.147 eV

Per-atom natural (NBO) charges, elementary charge units: number 1, N, carries -0.87; number 2, H, carries 0.35; number 3, H, carries 0.21; number 4, C, carries -0.20; number 5, N, carries -0.64; number 6, H, carries 0.35; number 7, H, carries 0.22; number 8, H, carries 0.20; number 9, H, carries 0.22; number 10, H, carries 0.36; number 11, C, carries -0.46; number 12, H, carries 0.21; number 13, C, carries -0.05; number 14, C, carries -0.18; number 15, C, carries -0.41; number 16, H, carries 0.18; number 17, H, carries 0.16; number 18, H, carries 0.17; number 19, H, carries 0.19


DFT (wB97M-V/def2-TZVPD) results for a single C5H12N2 molecule at a distorted geometry.

Cartesian coordinates (Å):
H -0.86 2.06 -1.97
H -0.44 -0.40 -1.58
H 1.14 2.78 -0.29
H -0.34 -2.90 2.21
N 1.20 0.72 0.29
H 1.25 -1.58 1.35
C -0.02 -0.11 0.50
H 0.55 -2.08 -0.19
H -0.52 0.37 1.35
H 1.91 0.07 -0.02
H -1.15 2.24 -0.28
N -0.68 -2.23 1.54
H 1.53 1.67 -1.56
C -0.85 0.18 -0.74
H -1.90 -0.11 -0.72
C -0.59 1.64 -1.00
C 0.90 1.79 -0.66
H -1.47 -2.57 1.01
C 0.33 -1.55 0.76

- E: -307.20355 Ha
- HOMO-LUMO gap: 9.6878 eV
- Highest occupied orbital energy: -8.59 eV
- Charge: 0
- Structure (SMILES): NC[C@@H]1CCCN1
- Lowest unoccupied orbital energy: 1.093 eV

Per-atom natural (NBO) charges, elementary charge units: number 1, H, carries 0.22; number 2, H, carries 0.19; number 3, H, carries 0.19; number 4, H, carries 0.37; number 5, N, carries -0.62; number 6, H, carries 0.20; number 7, C, carries -0.06; number 8, H, carries 0.17; number 9, H, carries 0.19; number 10, H, carries 0.35; number 11, H, carries 0.20; number 12, N, carries -0.85; number 13, H, carries 0.18; number 14, C, carries -0.42; number 15, H, carries 0.21; number 16, C, carries -0.42; number 17, C, carries -0.22; number 18, H, carries 0.36; number 19, C, carries -0.22